1.
50
Properties=species:S:1:pos:R:3 method="wB97M-V/def2-TZVPD" de_lowest_kcal_mol=27.4 gap_ev=7.95 e_lumo_ev=-4.26 charge=+1 spin_multiplicity=1
H 2.4299 -1.4082 -0.4810
H 2.1183 -0.0350 -1.2608
H -2.5195 -1.8688 -5.2860
C 4.1510 1.1005 2.7570
N -0.6887 -1.8092 -4.2374
H -5.0976 3.6459 -1.5055
H -2.8510 -0.6139 1.2879
N 0.5300 -1.9032 -2.0733
C -1.8387 -1.5707 -0.4604
N -0.5274 -0.9832 -0.1167
H -2.0628 -0.2006 -4.6636
H 3.9506 2.0617 2.3003
H -4.5578 2.0221 0.5807
C -3.5329 1.7444 0.2232
C 0.5337 -1.1568 -0.8470
H -2.7915 2.5726 -1.7220
H 2.2242 0.2933 2.2658
C -3.0894 2.9546 -0.7191
H -0.3779 -0.4169 0.7214
H -2.7437 -1.4472 -3.5649
H 2.6777 -1.9071 3.2996
O 7.0814 -1.7135 5.0994
H -4.7191 0.2075 -0.7446
H 4.8479 -2.3415 4.3793
H -1.9959 -1.5507 -1.5617
H -2.8749 1.6453 1.1189
N 6.8978 -0.6160 4.6162
C 3.1818 0.1043 2.7364
C 5.6165 -0.3713 3.9525
H -1.8355 -2.6462 -0.1442
C -4.2504 4.0147 -0.8841
H -3.8543 4.9354 -1.3822
C 4.6584 -1.3763 3.9286
H 0.9229 -0.5036 -3.6398
H 6.1237 1.6468 3.3824
H -4.6423 4.3526 0.1104
H -3.8867 -1.6140 0.2413
H -0.7414 -2.7875 -3.9605
H -3.1815 0.4801 -1.6182
O 7.6992 0.2934 4.6467
N 1.8060 -0.5889 -0.4508
C 0.0493 -1.0544 -3.2188
H -0.6577 -0.2896 -2.7763
C 3.4353 -1.1327 3.3184
H -0.0008 -2.7693 -1.9788
H -2.2583 3.5085 -0.2097
C -2.0552 -1.2931 -4.4459
C -3.6199 0.3779 -0.5985
C 5.3756 0.8652 3.3678
C -3.0585 -0.8574 0.2172

***

2.
17
Properties=species:S:1:pos:R:3 method="wB97M-V/def2-TZVPD" de_lowest_kcal_mol=106.7 gap_ev=8.75 e_lumo_ev=0.28 charge=0 spin_multiplicity=1
H 2.0720 1.5108 -0.1157
C -0.5938 -1.1783 -0.2500
H 2.3545 -0.9382 0.3427
C 1.5343 0.5368 1.8148
H -2.0093 -0.4974 -2.3126
O 0.3476 -1.3262 0.7771
C -2.0829 0.2752 -1.5288
H 2.4892 0.7742 2.2712
H 0.6821 0.5001 2.4872
H -1.4123 -1.8961 -0.0192
C 1.4461 -0.4571 0.7065
H 0.2677 1.3740 0.1905
C -1.4076 0.0429 -0.2317
C 1.2661 1.0057 0.4100
H -0.1837 -1.4954 -1.2293
H -3.1234 0.5781 -1.3730
H -1.5900 1.1876 -1.9071

***

3.
21
Properties=species:S:1:pos:R:3 method="wB97M-V/def2-TZVPD" de_lowest_kcal_mol=9.2 gap_ev="9.57 / 5.83" e_lumo_ev="-4.63 / -8.38" charge=+1 spin_multiplicity=2
C 1.8482 -2.0468 1.2430
H 1.6521 -2.7483 0.4309
H 0.0022 -1.1646 -0.6531
H 0.3802 -0.8963 3.3740
H -0.6998 1.0498 -2.1898
O 0.7500 2.9828 -1.9567
H -4.3792 -0.4990 -1.3544
H 2.8509 -1.6501 1.0567
O -0.3308 0.3215 -2.7161
H 1.0035 2.6691 -2.8386
C 0.8313 -0.9863 1.3487
H 1.8491 -2.5837 2.1951
H 0.2303 3.7794 -2.1086
H 0.2224 0.6581 2.5708
H -0.6749 0.2149 0.4256
H 1.8410 0.0593 2.8611
H -4.7538 0.9709 -1.0651
O -4.0072 0.3574 -1.1140
C -0.0341 -0.6390 0.2912
C 0.8268 -0.2283 2.6237
H 0.5917 0.3792 -2.4246

***

4.
6
Properties=species:S:1:pos:R:3 method="wB97M-V/def2-TZVPD" de_lowest_kcal_mol=64.5 gap_ev=10.50 e_lumo_ev=-0.50 charge=0 spin_multiplicity=1
Si -1.0546 -0.6114 0.5926
H -1.0682 0.7523 0.0617
O -0.4283 -1.7095 -0.2317
Cl 2.2170 1.7311 -0.8453
Cl -2.2987 -1.0472 2.1798
H 2.6329 0.8847 -1.7571

***

5.
11
Properties=species:S:1:pos:R:3 method="wB97M-V/def2-TZVPD" de_lowest_kcal_mol=63.3 gap_ev=10.30 e_lumo_ev=0.80 charge=0 spin_multiplicity=1
C -0.9466 -0.8768 -0.3729
H 2.0261 0.8154 -1.5824
H -2.7176 0.1163 0.2297
C 1.1262 0.1451 -1.5186
H 0.8189 -0.1955 -2.4230
C 0.4250 -0.3811 -0.4463
N -1.7895 0.4548 -0.2698
H -0.8274 -1.6893 -1.2646
Cl 0.7423 0.3025 1.2724
H -2.0111 0.7919 -1.4132
H -1.0087 -1.4892 0.7379

***

6.
18
Properties=species:S:1:pos:R:3 method="wB97M-V/def2-TZVPD" de_lowest_kcal_mol=5.4 gap_ev=11.77 e_lumo_ev=0.94 charge=0 spin_multiplicity=1
H -1.7609 1.4178 -0.1710
C -1.4019 -0.7793 -0.1006
C 0.4120 1.3597 0.7881
H -1.5908 -0.9028 0.9749
H 2.8520 -0.9392 0.1963
H 0.8654 -0.4666 1.6370
H -1.9973 0.5616 -1.7080
H 2.5422 0.5417 -0.7304
C 0.9540 0.0026 0.6489
H 0.3311 -0.4827 -1.3670
C 2.4315 0.0691 0.2510
H -3.1875 0.4233 -0.4012
H -1.8488 -1.6556 -0.5891
H 3.0128 0.6446 0.9767
H 0.4770 -1.8540 -0.2776
C 0.1134 -0.8201 -0.3457
N -0.0876 2.4006 0.8377
C -2.1165 0.4794 -0.6198

***

7.
16
Properties=species:S:1:pos:R:3 method="wB97M-V/def2-TZVPD" de_lowest_kcal_mol=25.2 gap_ev=7.87 e_lumo_ev=0.09 charge=0 spin_multiplicity=1
H -1.4646 1.5708 1.1553
H -0.4826 1.7893 -1.0398
H 1.6370 -1.3084 -1.1999
S -0.7702 0.3595 3.0012
C 0.2741 0.5154 0.4761
C 0.1180 0.9185 -0.8314
H 1.0609 -0.1834 0.7619
C 0.0159 -1.9573 -2.4454
C -0.6487 0.8768 1.4328
H 0.4477 -2.9105 -2.6658
H 0.6268 0.9796 -2.7391
N 0.6823 0.3908 -1.9339
H -0.7744 -2.1247 -1.6727
H 1.8468 -0.9941 -2.9024
C 1.0969 -0.9764 -2.1056
H -0.4875 -1.5680 -3.3377

***

8.
47
Properties=species:S:1:pos:R:3 method="wB97M-V/def2-TZVPD" de_lowest_kcal_mol=5.5 gap_ev="6.06 / 6.06" e_lumo_ev="-7.14 / -7.14" charge=+2 spin_multiplicity=1
H -2.5143 0.8078 -3.4798
O -0.6467 -0.5126 -2.4114
H 4.7506 -2.9534 4.4853
H -4.7594 0.1020 -2.5636
H -0.8264 3.9710 -3.0082
C 4.4133 -2.5148 3.5601
H -4.1978 0.8489 0.8673
S 0.8978 1.5602 -0.7741
N 2.8879 -1.0439 2.4116
H -0.2133 2.3206 -3.2911
H 0.5199 -2.7247 -3.1344
Co -1.0999 0.5392 -0.8115
C 0.4369 3.2146 -1.4067
Cl -1.5487 -3.6121 -2.4604
Cl 1.0274 -3.7196 -1.0663
H -2.8229 -0.0808 2.7896
H 2.1737 1.5733 1.2406
S -1.4651 1.1897 1.2632
H 0.0102 3.8205 -0.6061
H 0.3114 1.0905 2.8968
H -1.9613 -1.1353 1.6372
C 3.3350 -1.6166 3.5108
C 1.1327 1.8164 1.0327
C 3.4966 -1.3248 1.2323
H 4.9833 -2.3989 0.3582
H -3.6367 2.1986 -3.4782
S -3.1342 -0.4341 -0.8817
H 0.5093 -0.1612 1.6389
C -4.0812 0.7060 -1.9646
S -2.0187 2.3450 -1.6932
C -0.5685 3.0243 -2.5369
H 5.8473 -3.4711 2.2548
S 3.0621 -0.6225 -0.2266
C -3.7240 -0.1327 0.8211
N 4.5438 -2.2146 1.2507
H -4.6673 1.3785 -1.3379
C 0.2402 0.8760 1.8319
H -4.4616 -0.8934 1.0690
O -0.4050 -1.2142 -0.3912
H 1.3438 3.6974 -1.7669
H 2.8175 -1.3571 4.4285
C 0.0214 -2.8234 -2.1754
C 5.0090 -2.7986 2.3723
C -3.1066 1.4778 -2.8574
H 0.9339 2.8663 1.2488
C -2.5185 -0.2051 1.7514
C -0.3269 -1.4593 -1.6298

***

9.
105
Properties=species:S:1:pos:R:3 method="wB97M-V/def2-TZVPD" gap_ev="5.61 / 6.01" e_lumo_ev="0.99 / 0.98" charge=-1 spin_multiplicity=2
C -4.9124 5.7285 -1.0429
N -4.8978 -4.4501 0.2556
F -0.9998 1.8872 -2.0300
Cl -5.5909 -2.1173 6.0439
C 3.5093 -0.1713 0.0048
Se -4.2684 -1.5179 -0.0820
H 1.8958 4.6521 4.3370
C -1.9078 -4.7975 -0.0460
H -0.4185 -5.1803 1.9910
C 4.7080 2.0744 1.1550
H -1.8488 5.1677 -2.3371
C -1.9290 -6.3085 -0.3304
H 0.9226 -6.2362 -2.1598
C -2.5072 -2.8283 3.5986
C -0.0026 -5.7923 -1.7916
Cu -1.7704 -1.8327 0.0640
C -2.6712 5.0993 -1.6364
H 1.2302 -4.1755 -1.0001
H -0.2813 3.6464 -3.1824
H -1.3272 7.2995 3.3785
H 1.3127 3.2435 2.4141
H -4.8500 0.1090 4.4259
N -0.5315 -4.3320 0.0980
C 0.3734 -6.5708 0.5109
N -0.5161 -6.6939 -0.6941
H -3.0839 0.3727 2.7094
H 5.7118 -4.3652 -3.4868
C -3.8506 5.7830 -1.9260
H 1.1358 -4.6901 1.3014
C -3.6266 4.2945 0.4004
H 1.8638 4.9335 0.2959
C -2.5426 4.3444 -0.4782
H -2.1997 -6.9177 0.5324
C -0.7418 6.4130 3.1670
H 0.0856 -7.3581 1.2071
C 4.5129 2.0182 -0.2189
S 0.6314 1.4502 0.6728
H 1.3902 -6.7526 0.1626
C -4.1834 -0.7102 4.1925
H 4.7892 -3.5679 -5.6400
H -0.2410 -3.6257 -1.8335
H -3.9318 6.3539 -2.8429
C -3.5042 -2.9945 4.5494
C -4.3327 -1.9276 4.8382
C 0.3225 6.0694 3.9860
C -4.7950 4.9830 0.1252
C 2.6867 5.5069 -1.5848
C -1.2878 -1.4538 1.8940
H 5.1533 2.9558 1.6023
C 0.6385 4.2438 -1.3352
C 0.1780 -4.3918 -1.1801
C -0.3325 4.4723 1.7805
F -2.1548 1.9045 0.4167
H 2.7617 -2.7147 0.3220
C 3.7341 -0.1046 1.3784
C 4.3286 1.0100 1.9559
C 0.1703 -5.1424 1.0730
C -2.3266 -1.6203 2.9239
Si 2.5734 -1.6252 -0.6916
C 4.8919 -3.6565 -3.4980
C 2.5534 5.4753 -2.9635
F -1.7436 -2.4833 -1.7274
H 2.9105 -1.9588 -5.6523
H 3.4148 -0.9233 2.0148
H -0.4500 -2.1443 2.0465
H -0.7548 -5.8128 -2.5799
H 4.4798 1.0531 3.0276
H -0.5083 -7.6554 -1.0189
C 1.4690 4.8195 -3.5282
H 1.3660 4.7712 -4.6055
H -5.8330 6.2565 -1.2608
C 0.5236 4.2019 -2.7232
C 3.3044 -2.2752 -2.2927
F -0.3202 -0.4763 -3.2186
Sb -0.7320 3.3022 0.0170
C 3.3232 -2.3046 -4.7124
O 0.9748 -1.3958 -0.9433
H -5.6255 4.9261 0.8182
H -2.3585 -4.2341 -0.8617
C 4.3576 -3.1892 -2.3050
H 3.5332 6.0038 -1.1257
C -3.1902 -0.5646 3.2426
C -1.0621 5.6209 2.0712
C 1.0612 4.9294 3.7045
H 1.9489 -1.1573 -3.5342
H -2.4693 -4.5857 0.8624
C 4.3748 -3.2095 -4.7054
C 0.7331 4.1380 2.6131
H -3.6375 -3.9398 5.0581
H 0.5733 6.6848 4.8416
H -2.5655 -6.5759 -1.1720
Te -0.2773 0.1102 -1.3813
C 3.9229 0.9031 -0.7879
H 4.7972 2.8566 -0.8430
H 4.7738 -3.5440 -1.3668
H 3.2958 5.9486 -3.5944
H 3.7423 0.8842 -1.8548
C 1.7335 4.8971 -0.7794
H -3.5640 3.6929 1.2978
H -1.8889 5.9179 1.4390
F 1.3321 0.8896 -2.0761
C -4.6802 -3.3172 0.1404
H -0.9244 -0.4251 1.8447
H -1.8479 -3.6620 3.3775
C 2.7879 -1.8418 -3.5177

***

10.
9
Properties=species:S:1:pos:R:3 method="wB97M-V/def2-TZVPD" de_lowest_kcal_mol=110.8 gap_ev="9.96 / 3.83" e_lumo_ev="-1.16 / -3.85" charge=0 spin_multiplicity=1
O 1.4167 -0.3115 0.9044
H 0.3789 1.2576 -0.2373
H -0.5020 -0.2741 0.3374
Cl 3.8197 -1.2277 2.2689
C 0.3892 0.0965 -0.0437
Br 3.4861 -1.0507 -1.3208
Si 2.9807 -0.3465 0.6564
H 0.4344 -0.5725 -0.8295
Br 0.6057 3.8053 0.0533

***

11.
76
Properties=species:S:1:pos:R:3 method="wB97M-V/def2-TZVPD" de_lowest_kcal_mol=0.0 gap_ev=6.10 e_lumo_ev=-0.39 charge=0 spin_multiplicity=1
H 0.5116 -0.8291 -5.5512
C 1.6029 -1.3615 4.8399
H 0.6699 -3.5255 4.2736
N -2.0599 -0.4101 -0.0940
C -2.0313 4.3335 -1.5590
H -1.5961 1.1521 -3.1739
H -0.5469 3.1651 1.4214
H 0.8110 0.8765 -5.8843
C -2.9436 0.2125 -1.1306
C 1.0860 1.7868 -3.3839
H -3.6318 -0.9727 1.2081
H 1.7170 -2.1768 5.5456
H 2.1328 2.8336 0.4499
C -0.0704 -3.6050 2.3209
C -2.6994 1.6849 -1.1917
C 1.2045 -1.6031 -0.8806
C -3.3291 3.9139 -1.8178
C 1.3452 -1.7825 -3.0835
C -1.3867 2.0828 -0.9117
H 2.0572 -0.0916 -5.0912
H -1.2441 1.4382 -4.8659
C 1.6890 -2.4103 -1.8905
H -0.8365 2.3666 2.9855
H -2.6706 -0.2420 -2.0859
C 1.0198 -3.1730 3.2991
H 1.2858 1.5258 -0.1796
H 0.2428 -3.5670 1.2779
H -4.0719 4.6186 -2.1673
H -1.7593 5.3708 -1.7094
H -4.6708 2.2376 -1.8458
H -1.0157 1.4285 1.6043
C -0.3636 2.2676 2.0052
Ir -0.2610 0.6577 0.0322
H -2.0633 -0.6867 2.0021
H 2.7940 -3.6670 2.0882
H 1.6061 -2.1180 -4.0714
C 0.3838 0.4913 -3.8128
C 0.6788 -0.5880 -2.7841
C 0.9825 0.0757 -5.1627
N 0.5651 -0.4915 -1.4243
C -1.8734 -1.8375 -0.4468
H -1.3631 -1.9111 -1.4041
H -0.9715 -2.9993 2.4417
H 2.6601 1.1397 0.8212
H -1.2767 -2.3189 0.3199
H 2.1594 1.6179 -3.2785
C 2.3402 -3.9125 3.0478
H 0.7006 2.1499 -2.4356
H 1.8419 1.9885 4.6752
H 0.9256 2.5664 -4.1325
H 1.5816 2.7529 2.6877
H -2.8539 -2.3160 -0.5074
C 1.0956 -0.6119 2.6216
H -3.9825 -0.0531 -0.9160
C -3.6642 2.5802 -1.6320
C 1.8280 -0.0709 5.2650
N 0.7844 -0.7765 1.2440
H -3.0436 0.6879 1.4173
C 1.2282 -1.6756 3.5311
H 2.1276 0.1265 6.2854
I 4.5979 -0.6280 0.4911
H 2.2825 -3.2999 -1.7562
C -2.7416 -0.3401 1.2225
H 2.1268 -2.3361 0.9349
H -1.6079 -0.2031 -4.3250
C 1.8218 1.8460 0.7920
C 1.2965 0.7128 3.0530
C 1.1166 1.9231 2.1520
C -1.0787 3.4294 -1.1045
H -0.3392 -4.6419 2.5306
H 3.0735 -3.6642 3.8150
C 1.4231 -1.6363 0.5107
C 1.6628 0.9658 4.3642
H 2.1699 -4.9910 3.0713
H -0.0722 3.7892 -0.9115
C -1.1103 0.7292 -4.0454

***

12.
73
Properties=species:S:1:pos:R:3 method="wB97M-V/def2-TZVPD" de_lowest_kcal_mol=0.0 gap_ev="6.99 / 6.20" e_lumo_ev="-0.15 / -1.91" charge=0 spin_multiplicity=3
C -3.7368 -1.3030 -1.3538
H 1.4971 2.9539 -1.3167
C 2.1958 1.5109 1.2891
H 4.1887 1.5590 -1.1708
H 3.5737 -2.2287 -2.0892
H 2.8608 -3.6378 -1.2995
H -1.0790 2.7007 2.1168
C -0.9563 0.1040 3.4217
Se -2.3672 0.0081 -1.5539
H 4.0210 -2.5259 0.6072
H 0.5209 6.5253 1.0149
C -3.7784 -2.2212 -0.3131
C 1.0336 1.9710 -1.4420
Si 1.0964 -1.9477 -1.8864
C 2.7122 -2.8992 -2.0910
H 2.7030 2.4721 1.1672
H -6.5555 -2.3399 -2.8907
C -2.5632 3.4962 -0.8169
H 3.9840 -1.1080 1.6541
H -4.8780 -3.8567 0.5310
Si 1.9858 0.7251 -0.4113
C 0.9549 -3.6882 1.2479
H 3.7406 -2.7240 2.3345
C -0.4926 0.1224 4.7228
C 0.9032 -1.1010 2.6844
N -0.2681 -0.4831 2.4365
H 2.7121 -3.4380 -3.0423
Si 1.6817 -1.9628 1.1733
H -0.0525 -4.0953 -1.3142
C -5.7526 -2.2904 -2.1635
H -0.1280 -3.6635 1.1078
O 0.1475 6.5038 -1.9570
C 0.9167 -0.8722 -3.4121
H -0.4087 -3.5693 -2.9567
H 2.7922 0.9108 1.9793
H 1.3772 -4.3462 0.4868
C -4.7508 -1.3426 -2.3030
N -5.8042 -3.1762 -1.1714
H 1.2300 1.7036 1.7629
H -1.0727 0.6123 5.4919
H -3.3654 3.1648 -1.4630
C -1.7706 4.5673 -1.1801
H 0.0279 -0.2409 -3.3827
H 0.8292 -1.5272 -4.2833
H -1.8948 0.5653 3.1376
H -3.0119 -2.2354 0.4516
C 3.5280 -2.0829 1.4749
H -1.2429 -2.8215 -1.5994
H 1.1097 -0.4958 6.0133
C 0.7159 -0.4960 5.0049
H 2.3529 -1.6101 4.1741
H -0.0109 2.0702 -1.1361
C -2.3316 2.8088 0.3797
C 1.1716 -0.9634 -0.2907
C 0.0870 6.1545 -0.8127
C -0.7423 5.0009 -0.3470
C -4.8262 -3.1281 -0.2708
Au -0.9393 -0.3612 0.3725
H 1.0524 1.7318 -2.5051
H 1.1607 -4.1328 2.2248
C 1.4095 -1.1164 3.9793
H -1.9299 5.0870 -2.1152
O 0.7727 6.8345 0.1370
H 3.6576 0.2266 -2.1935
H 0.3156 4.6026 1.4971
H 4.3440 -0.1066 -0.6019
H 1.7862 -0.2320 -3.5694
H -4.7651 -0.6501 -3.1341
S -3.3011 1.4072 0.8036
C -0.5085 4.3270 0.8477
C 3.7044 0.5790 -1.1615
C -0.2828 -3.2232 -1.9271
C -1.2861 3.2378 1.2009

***

13.
38
Properties=species:S:1:pos:R:3 method="wB97M-V/def2-TZVPD" de_lowest_kcal_mol=0.0 gap_ev=9.95 e_lumo_ev=0.63 charge=0 spin_multiplicity=1
C 0.5929 -0.2846 2.3592
H 3.0457 0.8498 1.6692
C 2.5865 1.7114 1.1910
C -0.4861 -1.5877 -3.0695
O 1.2129 -2.9352 0.9931
C -1.4986 -1.1913 -3.9242
H -0.5181 1.0407 -0.9489
C -1.8031 0.8126 -2.6459
C -0.1240 -0.7865 -1.9923
H -1.8137 0.3516 2.6559
C -1.1109 -1.6016 1.0204
H -1.9564 -2.2814 1.0860
O 0.3225 0.8291 1.5289
C 1.1754 1.9489 1.7307
H 0.5006 2.9892 -0.0359
H -1.7757 -1.8216 -4.7558
C 0.9174 -1.2405 -1.0388
H 0.0195 -2.5281 -3.2222
H -2.9471 0.3174 -4.3855
H 1.0805 4.0464 1.2556
C -0.7943 0.4154 -1.7860
H 1.2798 -0.4448 -0.3975
H 3.2024 2.5844 1.3885
S 0.1811 -2.4918 0.0892
O -0.4649 -3.4997 -0.7052
C -2.1580 0.0090 -3.7160
H 1.7434 -1.7587 -1.5193
H 1.4364 -0.8779 1.9908
H 0.8180 0.0572 3.3794
H 1.2384 2.1464 2.8143
C 0.5201 3.1415 1.0404
H 2.5557 1.5434 0.1163
H -0.5002 3.2655 1.3940
H -1.3807 -0.7410 0.4132
H -0.4243 -2.0575 3.0100
C -0.6574 -1.1711 2.4133
H -2.3141 1.7496 -2.4789
O -1.7013 -0.5084 3.0820